(1)
{"formula": "C14H12ClNO4", "method": "wB97M-V/def2-TZVPD", "symbols": ["O", "C", "C", "O", "C", "O", "C", "C", "C", "C", "O", "N", "C", "C", "C", "C", "C", "C", "C", "Cl", "H", "H", "H", "H", "H", "H", "H", "H", "H", "H", "H", "H"], "xyz": [[-0.822, -3.428, 0.152], [-0.123, -2.440, 0.101], [1.215, -2.448, -0.646], [1.818, -1.164, -0.669], [3.029, -1.027, -0.096], [3.678, -1.935, 0.358], [3.448, 0.373, -0.092], [4.633, 0.934, 0.323], [4.498, 2.321, 0.123], [3.246, 2.503, -0.394], [2.609, 1.340, -0.527], [-0.408, -1.269, 0.694], [-1.658, -1.019, 1.377], [-2.558, -0.131, 0.557], [-3.716, -0.630, -0.024], [-4.536, 0.178, -0.792], [-4.205, 1.507, -0.994], [-3.051, 2.025, -0.433], [-2.239, 1.205, 0.332], [-0.793, 1.879, 1.019], [1.889, -3.166, -0.164], [1.036, -2.769, -1.677], [5.476, 0.403, 0.716], [5.224, 3.079, 0.333], [2.720, 3.389, -0.692], [0.185, -0.473, 0.511], [-2.130, -1.990, 1.540], [-1.445, -0.548, 2.343], [-3.969, -1.668, 0.130], [-5.433, -0.230, -1.233], [-4.840, 2.143, -1.591], [-2.779, 3.058, -0.587]], "nbo_charge": [-0.63, 0.66, -0.18, -0.51, 0.75, -0.58, 0.12, -0.21, -0.33, 0.13, -0.37, -0.61, -0.25, -0.08, -0.13, -0.23, -0.20, -0.23, -0.02, -0.01, 0.24, 0.22, 0.24, 0.23, 0.21, 0.42, 0.24, 0.22, 0.21, 0.22, 0.22, 0.23], "charge": 0, "relative_energy_kcal_mol": 0.0, "e_tot_ha": -1356.620451, "homo_lumo_gap_ev": 9.83, "e_homo_ev": -9.366, "smiles": "O=C(COC(=O)c1ccco1)NCc1ccccc1Cl"}



(2)
{"formula": "C4H9NO2", "method": "wB97M-V/def2-TZVPD", "symbols": ["C", "C", "C", "O", "N", "C", "O", "H", "H", "H", "H", "H", "H", "H", "H", "H"], "xyz": [[1.290, 0.339, -1.384], [0.419, -0.580, -0.503], [0.908, -0.546, 0.931], [0.225, -1.535, 1.760], [-1.018, -0.271, -0.544], [-1.481, 0.963, -0.205], [-0.811, 1.906, 0.144], [0.740, 0.671, -2.250], [2.231, -0.197, -1.549], [1.540, 1.213, -0.786], [0.478, -1.575, -0.930], [1.971, -0.754, 1.002], [0.584, 0.358, 1.416], [0.459, -2.429, 1.497], [-1.574, -0.760, -1.228], [-2.579, 0.986, -0.222]], "nbo_charge": [-0.62, -0.07, -0.08, -0.73, -0.62, 0.53, -0.61, 0.22, 0.21, 0.23, 0.19, 0.17, 0.22, 0.46, 0.39, 0.11], "charge": 0, "relative_energy_kcal_mol": 29.5, "e_tot_ha": -363.038476, "homo_lumo_gap_ev": 10.57, "e_homo_ev": -9.853, "smiles": "C[C@@H](CO)NC=O"}



(3)
{"formula": "C24H21N3PbS8", "method": "wB97M-V/def2-TZVPD", "symbols": ["Pb", "S", "C", "C", "C", "C", "C", "C", "S", "C", "C", "C", "C", "C", "C", "C", "S", "C", "C", "C", "C", "C", "C", "S", "N", "H", "H", "H", "H", "H", "H", "H", "H", "H", "H", "H", "H", "H", "H", "H", "S", "C", "S", "S", "C", "N", "C", "C", "N", "C", "S", "H", "H", "H", "H", "H", "H"], "xyz": [[-0.957, 0.231, -1.402], [1.129, 1.437, -2.633], [1.454, 2.622, -1.378], [2.789, 2.951, -1.141], [3.147, 3.846, -0.155], [2.170, 4.462, 0.606], [0.836, 4.184, 0.357], [0.474, 3.250, -0.598], [-1.274, 2.916, -0.923], [-2.116, 2.835, 0.708], [-2.682, 1.537, 1.225], [-3.463, 1.630, 2.379], [-4.033, 0.482, 2.892], [-3.799, -0.728, 2.259], [-2.975, -0.755, 1.144], [-2.629, -2.064, 0.500], [-0.798, -2.172, 0.306], [-0.385, -3.383, -0.949], [0.519, -4.340, -0.493], [1.085, -5.265, -1.349], [0.729, -5.265, -2.687], [-0.164, -4.321, -3.153], [-0.699, -3.353, -2.307], [-1.588, -2.083, -3.201], [-2.456, 0.370, 0.644], [3.546, 2.484, -1.754], [4.190, 4.072, 0.009], [2.442, 5.182, 1.362], [0.081, 4.701, 0.930], [-2.951, 3.528, 0.589], [-1.423, 3.246, 1.440], [-3.603, 2.583, 2.865], [-4.637, 0.523, 3.785], [-4.240, -1.637, 2.632], [-3.092, -2.180, -0.480], [-2.934, -2.891, 1.140], [0.797, -4.323, 0.550], [1.798, -5.982, -0.972], [1.157, -5.975, -3.377], [-0.445, -4.288, -4.194], [-5.841, -1.161, -1.698], [-4.330, -0.799, -2.245], [-3.573, 0.684, -2.402], [-3.634, -2.358, -2.748], [3.231, 0.947, 2.842], [3.313, 0.530, 1.475], [4.446, 0.249, 0.752], [4.057, -0.109, -0.493], [2.687, -0.081, -0.518], [2.233, 0.347, 0.679], [0.652, 0.594, 1.159], [4.216, 1.220, 3.212], [2.821, 0.137, 3.449], [2.554, 1.800, 2.912], [5.422, 0.342, 1.178], [4.627, -0.375, -1.359], [2.121, -0.033, -1.372]], "nbo_charge": [0.98, -0.39, -0.16, -0.23, -0.21, -0.25, -0.15, -0.21, 0.28, -0.56, 0.24, -0.24, -0.14, -0.23, 0.23, -0.57, 0.26, -0.09, -0.24, -0.19, -0.20, -0.19, -0.24, 0.11, -0.50, 0.22, 0.21, 0.21, 0.20, 0.25, 0.26, 0.22, 0.22, 0.23, 0.27, 0.24, 0.23, 0.22, 0.22, 0.23, -0.08, -0.55, -0.17, 0.18, -0.41, -0.36, -0.08, -0.07, -0.56, 0.27, -0.30, 0.21, 0.22, 0.24, 0.23, 0.23, 0.45], "charge": 0, "relative_energy_kcal_mol": 25.0, "e_tot_ha": -4469.825920, "homo_lumo_gap_ev": 6.64, "e_homo_ev": -6.621}



(4)
{"formula": "C14H18CuIN3", "method": "wB97M-V/def2-TZVPD", "symbols": ["C", "C", "H", "H", "H", "H", "H", "H", "Cu", "C", "H", "H", "H", "I", "C", "C", "C", "C", "C", "C", "N", "N", "C", "C", "C", "C", "C", "N", "H", "H", "H", "H", "H", "H", "H", "H", "H"], "xyz": [[0.374, -1.238, -4.205], [0.376, 0.299, -4.177], [1.394, -1.625, -4.112], [-0.030, -1.592, -5.166], [-0.250, -1.670, -3.413], [0.859, 0.708, -3.286], [0.920, 0.682, -5.051], [-0.640, 0.695, -4.238], [-0.037, -0.393, -1.085], [-1.440, 0.782, -1.792], [-0.876, 1.601, -2.254], [-2.040, 1.144, -0.952], [-2.038, 0.238, -2.532], [1.033, -2.580, -1.135], [-2.060, -2.681, 4.255], [-1.707, -1.348, 4.521], [-1.201, -0.556, 3.488], [-1.045, -1.083, 2.191], [-1.400, -2.426, 1.938], [-1.897, -3.221, 2.968], [-0.529, -0.267, 1.190], [-0.204, 0.903, 1.678], [0.783, 1.547, 0.977], [1.460, 2.610, 1.615], [2.513, 3.224, 0.951], [2.849, 2.766, -0.337], [2.126, 1.723, -0.915], [1.111, 1.126, -0.270], [-2.470, -3.289, 5.065], [-1.804, -0.898, 5.512], [-0.911, 0.482, 3.637], [-1.235, -2.810, 0.932], [-2.161, -4.267, 2.789], [1.109, 2.855, 2.614], [3.065, 4.033, 1.416], [3.669, 3.195, -0.897], [2.335, 1.331, -1.919]], "nbo_charge": [-0.62, -0.60, 0.21, 0.20, 0.21, 0.18, 0.20, 0.21, 1.05, -0.99, 0.19, 0.19, 0.20, -0.70, -0.17, -0.22, -0.18, 0.03, -0.11, -0.24, -0.15, -0.21, 0.30, -0.21, -0.16, -0.24, 0.07, -0.52, 0.22, 0.22, 0.24, 0.24, 0.23, 0.24, 0.23, 0.23, 0.22], "charge": 0, "relative_energy_kcal_mol": 0.0, "spin_multiplicity": 2, "s2": 0.755, "e_tot_ha": -2646.636926, "homo_lumo_gap_ev": [6.05, 6.10], "e_homo_ev": [-7.888, -7.990]}